[1]
Entry from OMol25: C3H4O3 in the gas phase at a distorted geometry (ωB97M-V/def2-TZVPD).

For the HOMO-LUMO gap, the calculation gives 11.050 eV. As for the SMILES: O=CCOC=O. The calculation puts the HOMO energy at -10.147 eV. As for the energy above the lowest of the compared OMol25 structures with the same formula, charge and spin: 2.268 eV.

Structure (ORCA input):
```
! wB97M-V def2-TZVPD RIJCOSX def2/J DEFGRID3
* xyz 0 1
O -1.46 1.19 -0.15
C -0.35 1.60 0.07
C 0.66 0.48 -0.36
O 0.04 -0.90 -0.75
C -0.30 -1.73 0.26
O -0.36 -1.37 1.41
H -0.29 2.65 0.57
H 1.10 0.70 -1.34
H 1.27 0.19 0.48
H -0.51 -2.79 -0.02
*
```

Atom charges from the Mulliken analysis, given in e for atoms 1 to 8:
1 O -0.395
2 C 0.087
3 C -0.380
4 O -0.324
5 C 0.214
6 O -0.483
7 H 0.333
8 H 0.272

[2]
Entry from OMol25: 6 unconnected molecules or ions with the total composition C27H47IN4O21P at a distorted geometry (ωB97M-V/def2-TZVPD).

For the HOMO-LUMO gap, the calculation gives 8.151 eV. The calculation puts the HOMO energy at -11.979 eV.

Structure (ORCA input):
```
! wB97M-V def2-TZVPD RIJCOSX def2/J DEFGRID3
* xyz 1 1
C 6.82 -4.90 -2.22
C 6.54 -4.20 -3.26
C 5.81 -3.47 -4.48
N 5.21 -2.24 -3.95
C 3.93 -1.79 -3.54
N 2.81 -2.54 -3.51
C 1.56 -1.78 -3.07
C 1.53 -1.57 -1.46
C 1.21 -0.05 -1.07
O -0.11 0.38 -1.48
C -0.07 1.21 -2.62
C 0.75 2.59 -2.71
O -0.74 0.88 -3.61
P 2.60 -4.22 -3.89
O 3.58 -5.15 -3.16
O 2.68 -4.40 -5.59
O 1.07 -4.82 -3.48
N 3.96 -0.39 -3.14
C 5.33 -0.05 -3.30
N 6.05 -1.16 -3.77
C 7.51 -1.06 -3.99
C 8.16 0.33 -3.56
O 7.95 1.34 -4.26
I 9.44 0.58 -1.84
H 6.90 -5.72 -1.44
H 6.66 -3.30 -5.24
H 5.12 -4.21 -4.99
H 0.61 -2.35 -3.31
H 1.46 -0.79 -3.63
H 0.75 -2.30 -1.04
H 2.53 -1.90 -1.04
H 2.06 0.58 -1.49
H 1.27 0.06 0.07
H 0.09 3.43 -3.10
H 1.24 2.85 -1.71
H 1.62 2.39 -3.43
H 2.63 -3.48 -5.94
H 1.16 -5.45 -2.72
H 5.62 1.01 -3.04
H 7.70 -1.19 -5.11
H 8.11 -1.89 -3.47
C -1.38 -8.65 1.35
O -2.06 -8.77 0.10
C -1.32 -8.41 -0.96
O -0.18 -8.01 -0.94
O -2.08 -8.57 -2.06
C -1.42 -8.23 -3.28
H -2.07 -8.97 2.13
H -0.50 -9.30 1.38
H -1.10 -7.61 1.54
H -0.55 -8.86 -3.44
H -1.14 -7.17 -3.27
H -2.12 -8.39 -4.10
C 0.65 5.82 3.55
O 0.13 4.49 3.56
C -0.22 4.02 2.35
O -0.12 4.62 1.31
O -0.69 2.78 2.51
C -1.10 2.15 1.29
H 0.90 6.09 4.58
H 1.56 5.87 2.95
H -0.09 6.52 3.17
H -0.26 2.05 0.61
H -1.92 2.71 0.83
H -1.47 1.15 1.54
C -6.02 5.59 6.94
O -5.36 6.07 5.77
C -4.44 5.22 5.28
O -4.14 4.15 5.74
O -3.90 5.79 4.18
C -2.89 5.00 3.55
H -6.74 6.35 7.24
H -6.56 4.67 6.73
H -5.30 5.45 7.75
H -3.31 4.05 3.21
H -2.05 4.83 4.23
H -2.53 5.55 2.68
C -5.12 -8.45 -1.49
O -5.97 -7.51 -2.17
C -5.98 -6.29 -1.62
O -5.36 -5.94 -0.65
O -6.81 -5.52 -2.34
C -6.93 -4.18 -1.87
H -5.19 -9.40 -2.02
H -4.08 -8.11 -1.52
H -5.45 -8.59 -0.46
H -5.96 -3.67 -1.92
H -7.33 -4.16 -0.86
H -7.62 -3.65 -2.53
C 0.71 12.24 4.92
O 0.41 10.86 4.71
C -0.46 10.35 5.59
O -0.97 10.94 6.51
O -0.65 9.05 5.28
C -1.56 8.37 6.14
H 1.42 12.55 4.16
H -0.19 12.85 4.83
H 1.17 12.39 5.90
H -2.55 8.83 6.10
H -1.18 8.36 7.17
H -1.64 7.34 5.80
*
```

Atom charges from the Mulliken analysis, given in e for atoms 1 to 8:
1 C -0.138
2 C -0.207
3 C -0.633
4 N 0.181
5 C 0.035
6 N 0.300
7 C -0.901
8 C -0.740

[3]
Entry from OMol25: a molecular structure, C13H26AlF7N3O4 at a distorted geometry (ωB97M-V/def2-TZVPD).

For the HOMO-LUMO gap, the calculation gives 7.325 eV. The calculation puts the HOMO energy at -4.916 eV. As for the energy above the lowest of the compared OMol25 structures with the same formula, charge and spin: 0.000 eV.

Structure (ORCA input):
```
! wB97M-V def2-TZVPD RIJCOSX def2/J DEFGRID3
* xyz -1 1
N 1.07 0.59 3.48
C 1.53 1.37 2.33
N 2.20 2.57 2.86
N 2.53 0.68 1.50
C 0.32 1.81 1.47
Al -0.97 2.92 2.61
C -2.96 2.61 2.10
F -3.22 2.64 0.74
F -3.68 3.68 2.61
C -3.69 1.39 2.67
F -5.04 1.53 2.49
F -3.51 1.32 4.01
C -3.29 0.02 2.02
F -2.75 -0.80 2.94
F -4.40 -0.62 1.56
F -2.46 0.14 0.98
H 1.13 -0.40 3.28
H 1.62 0.81 4.30
H 1.75 2.82 3.73
H 2.04 3.34 2.23
H 3.44 0.93 1.87
H 2.44 -0.32 1.60
H -0.09 0.88 1.06
H 0.74 2.46 0.70
H -0.71 2.74 4.18
H -0.69 4.49 2.25
O 3.92 2.11 -0.45
C 4.30 1.54 -1.42
O 5.25 0.58 -1.29
C 5.60 -0.31 -2.34
C 6.67 0.28 -3.24
C 3.81 1.91 -2.80
H 4.72 -0.61 -2.91
H 5.98 -1.20 -1.85
H 6.32 1.18 -3.74
H 6.97 -0.44 -4.00
H 7.55 0.55 -2.65
H 4.45 2.69 -3.21
H 2.80 2.29 -2.71
H 3.78 1.07 -3.50
O -2.21 -5.80 -2.11
C -3.01 -4.91 -2.13
O -2.64 -3.69 -1.73
C -3.46 -2.53 -1.92
C -4.45 -2.33 -0.79
C -4.45 -5.16 -2.53
H -3.95 -2.56 -2.90
H -2.77 -1.69 -1.95
H -5.16 -3.16 -0.74
H -5.01 -1.41 -0.93
H -3.93 -2.29 0.15
H -5.01 -5.44 -1.64
H -4.47 -5.98 -3.23
H -4.93 -4.30 -3.00
*
```

Atom charges from the Mulliken analysis, given in e for atoms 1 to 8:
1 N -0.506
2 C 0.522
3 N -0.764
4 N -0.327
5 C -1.061
6 Al 0.271
7 C 0.408
8 F -0.308

[4]
Entry from OMol25: a gas-phase ion, C4H10S (charge -1) at a distorted geometry (ωB97M-V/def2-TZVPD).

For the HOMO-LUMO gap (spin up / spin down), the calculation gives 2.191 / 8.925 eV. The calculation puts the HOMO energy (spin up / spin down) at 1.418 / -5.037 eV. As for the energy above the lowest of the compared OMol25 structures with the same formula, charge and spin: 0.908 eV.

Structure (ORCA input):
```
! wB97M-V def2-TZVPD RIJCOSX def2/J DEFGRID3
* xyz -1 2
C 1.26 1.39 -0.57
C 0.43 0.25 -1.13
C -0.75 -0.13 -0.22
C -0.32 -0.96 1.00
S -1.58 -1.11 2.28
H 1.89 1.83 -1.35
H 0.62 2.20 -0.19
H 1.87 1.10 0.29
H 1.04 -0.64 -1.30
H 0.00 0.51 -2.08
H -1.52 -0.71 -0.71
H -1.23 0.79 0.13
H 0.53 -0.48 1.48
H 0.04 -1.94 0.65
H -2.28 -2.12 1.72
*
```

Atom charges from the Mulliken analysis, given in e for atoms 1 to 8:
1 C -1.273
2 C -1.049
3 C -0.940
4 C -1.050
5 S -1.069
6 H 0.473
7 H 0.347
8 H 0.300

[5]
Entry from OMol25: 2 unconnected molecules or ions with the total composition C7H10O3 at a distorted geometry (ωB97M-V/def2-TZVPD).

For the HOMO-LUMO gap (spin up / spin down), the calculation gives 8.726 / 7.084 eV. The calculation puts the HOMO energy (spin up / spin down) at -8.468 / -7.542 eV. As for the energy above the lowest of the compared OMol25 structures with the same formula, charge and spin: 6.657 eV.

Structure (ORCA input):
```
! wB97M-V def2-TZVPD RIJCOSX def2/J DEFGRID3
* xyz 0 1
C -2.42 1.99 -3.32
C -1.20 2.44 -2.65
C -0.15 2.79 -2.16
C 1.18 3.13 -1.66
O 1.22 3.50 -0.25
C 2.11 2.43 0.11
C 2.07 1.97 -1.30
C 2.89 -0.14 -1.50
O 2.62 1.10 -2.02
H -3.30 2.43 -2.84
H -2.41 2.29 -4.38
H -2.50 0.90 -3.27
H 1.66 3.90 -2.28
H 3.10 2.79 0.46
H 1.68 1.75 0.86
H 3.11 -0.82 -2.33
H 2.17 -0.49 -0.76
H 4.65 -0.16 -0.65
O 5.50 -0.28 -0.15
H 5.26 -0.18 0.77
*
```

Atom charges from the Mulliken analysis, given in e for atoms 1 to 8:
1 C -1.278
2 C 1.159
3 C -0.877
4 C 0.066
5 O -0.435
6 C -0.138
7 C 0.282
8 C -0.903

Number 5 is which compound?
C7H10O3